Entry 1:
This record from OMol25 describes a gas-phase ion, C8H14N5O2 (charge +1). The level of theory is ωB97M-V/def2-TZVPD.

Geometry as XYZ:
```
29
Properties=species:S:1:pos:R:3:mulliken_charge:R:1
H 3.30065 0.38638 -0.06918 0.37
H 0.18764 0.63081 2.36916 0.31
H -1.99269 -0.48662 3.22439 0.40
C -1.86536 -0.61733 2.13195 -1.30
H -0.44146 -3.91370 0.72113 0.37
H 0.79177 3.56272 -3.73062 0.15
O -1.97761 0.82633 -1.26443 -0.63
C 1.07681 2.36156 -2.24861 0.35
H -1.08912 -3.39951 -0.85202 0.33
N -0.02497 -1.11674 -0.38907 -0.21
C 1.48240 0.74340 -0.77615 0.46
N -0.25020 1.99599 -2.13098 -0.03
O 2.36542 0.04735 0.08295 -0.62
H -0.90261 2.42438 -2.68356 0.17
N 0.57940 -0.20936 2.17405 -0.06
H 1.27644 -0.17043 1.40989 0.20
H -2.00185 -3.09660 0.66916 0.32
H 2.35855 3.58748 -3.36012 0.23
C -0.79331 0.98680 -1.39348 -0.39
N 1.96248 1.74377 -1.48026 -0.75
H -2.65252 -1.21056 1.76630 0.40
C -0.99288 -3.14726 0.25655 -1.22
C -0.48340 -1.26649 1.96090 -0.16
C 0.22863 0.24119 -0.66005 0.64
C -0.33514 -1.83256 0.54570 0.76
H -0.32949 -1.99412 2.68369 0.52
H -2.03669 0.21142 1.27745 0.33
H 1.09412 -0.49391 2.94594 0.39
N 1.46498 3.20562 -3.18068 -0.30
```

Its relative energy (zero: lowest compared OMol25 entry of this formula, charge and spin) is 0.0 kcal per mole. The value obtained for the HOMO-LUMO gap is 0.297 hartree. The calculation puts the LUMO energy at -2.812 eV. The calculation puts the electronic energy at -20061.41558 eV. The structure (SMILES) is C/C(=N/c1c(O)nc(N)[nH]c1=O)[C@H](C)[NH3+]. As for the charge: +1. As for the multiplicity: 1.

=====

Entry 2:
This record from OMol25 describes 2 unconnected molecules or ions with the total composition C8H14NO. The level of theory is ωB97M-V/def2-TZVPD.

Geometry as XYZ:
```
24
Properties=species:S:1:pos:R:3:mulliken_charge:R:1
H 2.73684 0.23162 1.12662 0.26
H -1.77339 -0.96446 -1.92567 0.40
H 0.47354 1.92980 1.40513 0.48
C -1.40783 -0.21488 -1.25365 -0.79
C 2.93393 -0.76799 0.75285 -0.75
H 0.89829 -1.05942 0.58118 0.23
H -3.90590 -0.99458 -0.37228 0.38
C 0.40307 1.31281 -0.67633 -0.18
N 1.71036 -1.27849 0.02629 -0.22
C -3.30813 -0.48728 0.38229 -1.51
C -1.20114 0.66115 0.98856 -0.67
H 1.70396 -0.80461 -0.87641 0.35
H 1.30078 2.87379 -1.29558 0.36
C -0.03045 1.35434 0.64241 -0.12
H 0.23382 0.35876 -2.53832 0.50
C -1.91492 -0.06649 0.04343 0.95
H -3.96573 0.28135 0.80337 0.35
H 1.74415 -2.27977 -0.13159 0.39
H 3.74014 -0.66960 0.04479 0.37
C -0.21955 0.44006 -1.55609 -0.39
O 1.57003 2.00218 -1.00446 -0.48
H -3.33293 -1.15191 1.25866 0.35
H -1.51679 0.75199 2.01727 0.39
H 3.12783 -1.45835 1.55751 0.38
```

Its relative energy (zero: lowest compared OMol25 entry of this formula, charge and spin) is 8.5 kcal per mole. The value obtained for the HOMO-LUMO gap is 0.342 hartree. The calculation puts the LUMO energy at -3.271 eV. The calculation puts the electronic energy at -12053.91871 eV. As for the charge: +1. As for the multiplicity: 1.

=====

Entry 3:
This record from OMol25 describes 2 unconnected molecules or ions with the total composition C8H14NO4. The level of theory is ωB97M-V/def2-TZVPD.

Geometry as XYZ:
```
27
Properties=species:S:1:pos:R:3:mulliken_charge:R:1
H -3.19169 -1.58980 0.21022 0.27
C -3.45273 0.31151 -1.32509 -1.30
H -2.96929 1.01961 -1.99268 0.37
H 1.37367 -0.64017 -1.35230 0.24
H 1.75388 -0.47663 1.05599 0.29
H -4.55612 -0.83465 0.74362 0.43
H -4.54744 0.52186 -1.42626 0.36
H -3.16537 -0.73892 1.96482 0.30
N 0.07991 2.27017 -0.26326 0.20
H 3.12972 -0.39723 -1.74329 0.39
H 4.00941 -0.23986 2.09947 0.37
C 2.47721 -0.89186 -0.99904 -1.05
H 2.95617 -1.88054 -0.84510 0.36
C -3.52961 -0.67904 0.93100 -1.20
C 2.82289 1.14778 0.37302 0.53
H -3.20475 1.51141 0.41207 0.38
C 2.67273 -0.25991 0.43824 0.47
O 3.30939 2.13849 0.58648 -0.17
C -2.97899 0.49135 0.17474 0.36
O -0.68732 -0.38873 0.37466 -0.41
O -1.11968 1.82327 -0.31836 -0.06
C -1.41971 0.47837 0.12264 0.35
H 3.71536 -1.86427 1.19812 0.44
C 3.94926 -0.87174 1.10075 -1.38
O 0.96031 1.44865 -0.06063 -0.31
H -3.10747 -0.63444 -1.85943 0.34
H 4.72025 -0.77470 0.39961 0.43
```

Its relative energy (zero: lowest compared OMol25 entry of this formula, charge and spin) is 108.2 kcal per mole. The value obtained for the HOMO-LUMO gap is 0.339 hartree. The calculation puts the LUMO energy at -4.899 eV. The calculation puts the electronic energy at -18190.50055 eV. As for the charge: +1. As for the multiplicity: 1.

=====

Entry 4:
This record from OMol25 describes a single C8H14NP molecule. The level of theory is ωB97M-V/def2-TZVPD.

Geometry as XYZ:
```
24
Properties=species:S:1:pos:R:3:mulliken_charge:R:1
H 3.09762 -1.36855 -0.47964 0.28
H -0.05333 2.09826 0.28077 0.29
C 1.26639 -0.80318 0.02746 0.25
H -1.45592 0.33682 1.31279 0.28
P 0.95360 -2.89340 -0.10049 0.04
H 2.19275 2.31437 1.10481 0.31
C 0.64035 1.43580 -0.21869 -0.58
C -3.31282 -0.66038 -0.11490 -1.55
H -0.56954 -1.16199 1.34363 0.78
H -1.66950 -1.51517 -1.10421 0.31
H -3.67700 0.19128 0.47922 0.34
C -1.79493 -0.61822 -0.48960 0.17
C 2.02892 1.91582 0.08557 -0.54
H -1.62423 0.31429 -1.07338 0.20
H 2.27249 2.86144 -0.54921 0.34
H 4.11605 0.97141 0.03216 0.43
H 0.43989 1.31775 -1.32657 0.35
H -3.67473 -1.49356 0.43281 0.40
C 3.07348 0.83399 -0.07930 -0.58
C -0.87718 -0.35508 0.72263 -1.71
H -3.99192 -0.72160 -0.87716 0.47
C 2.57429 -0.46639 -0.13966 -0.38
H -0.36398 -2.66541 0.38710 -0.10
N 0.40923 0.13168 0.34389 0.20
```

Its relative energy (zero: lowest compared OMol25 entry of this formula, charge and spin) is 60.2 kcal per mole. The value obtained for the HOMO-LUMO gap (spin up / spin down) is 0.234 / 0.234 hartree. The calculation puts the LUMO energy (spin up / spin down) at -0.351 / -0.351 eV. The calculation puts the electronic energy at -19297.85959 eV. The structure (SMILES) is [H]/P=C1/C=CCCN1CCC. As for the multiplicity: 1.

=====

Entry 5:
This record from OMol25 describes a gas-phase ion, C8H14NS2 (charge +1). The level of theory is ωB97M-V/def2-TZVPD.

Geometry as XYZ:
```
25
Properties=species:S:1:pos:R:3:mulliken_charge:R:1
H -2.32099 -1.81165 0.58058 0.44
H 0.16937 0.02707 2.02775 0.28
C -1.67567 0.06319 -0.23482 0.50
S -0.97395 2.65663 -0.52812 -0.18
H 0.43992 -1.71603 1.44581 0.34
H -1.34310 -0.78809 1.72507 0.34
C -2.00901 1.28995 -0.42686 -0.41
H 2.94696 1.24646 1.50199 0.27
H 3.35724 2.01584 -0.25361 0.29
H 4.53267 0.92342 0.52472 0.39
H -3.68209 -0.76539 -0.12487 0.38
H -2.57593 -1.73333 -1.04318 0.37
C 0.81039 0.61694 -0.29902 -0.21
H -0.16838 -1.15912 -2.10606 0.31
N -0.23569 -0.35646 -0.06255 0.54
C -0.21199 -0.76433 1.35411 -0.64
C -2.60857 -1.09964 -0.19777 -1.56
H -3.08444 1.61101 -0.38930 0.33
S 2.56639 -0.17429 -0.30792 0.03
H 1.48907 2.48714 -0.45430 0.19
C 0.02301 -1.48514 -1.01455 -1.11
C 3.47019 1.15798 0.48059 -0.81
H -0.57179 -2.33130 -0.85755 0.47
H 1.05168 -1.84619 -0.91991 0.42
C 0.60470 1.93534 -0.42025 0.04
```

Its relative energy (zero: lowest compared OMol25 entry of this formula, charge and spin) is 37.7 kcal per mole. The value obtained for the HOMO-LUMO gap is 0.330 hartree. The calculation puts the LUMO energy at -3.040 eV. The calculation puts the electronic energy at -31674.10050 eV. The structure (SMILES) is CSC1=CSC=C(C)[N+]1(C)C. As for the charge: +1. As for the multiplicity: 1.

=====

Entry 6:
This record from OMol25 describes a single C8H14O molecule. The level of theory is ωB97M-V/def2-TZVPD.

Geometry as XYZ:
```
23
Properties=species:S:1:pos:R:3:mulliken_charge:R:1
C -0.63689 -2.92333 -0.82921 -0.85
C -1.71614 -0.15333 -0.93314 -1.91
C -0.24971 0.43309 1.63124 -0.72
H 2.35125 1.36400 1.85611 0.33
H -0.14673 2.14332 0.24949 0.43
H 1.52234 2.91617 1.99148 0.38
H -1.91064 0.91106 -0.81329 0.40
C 0.47579 1.45685 0.81448 0.28
C 1.74839 2.09118 1.31829 -1.60
H -1.61922 -2.82874 -0.39873 0.23
O 0.40913 0.24839 -2.00799 -0.60
H 1.40867 -0.50517 0.53711 0.39
H 0.18401 0.13126 2.57431 0.27
H -2.22143 -0.69465 -0.14066 0.42
H -0.29464 -3.92950 -1.00272 0.29
H 2.33603 2.47980 0.48839 0.33
C 0.47113 0.01838 0.38226 -0.37
C 0.11903 -1.88526 -1.12645 -0.63
H 1.09844 -2.02606 -1.56137 0.40
H -1.32824 0.45277 1.64135 0.21
C -0.21041 -0.42710 -0.91533 1.53
H -2.11855 -0.47144 -1.89181 0.39
H 0.32841 1.19832 -1.86382 0.41
```

Its relative energy (zero: lowest compared OMol25 entry of this formula, charge and spin) is 19.8 kcal per mole. The value obtained for the HOMO-LUMO gap is 0.389 hartree. The calculation puts the LUMO energy at 0.987 eV. The calculation puts the electronic energy at -10569.18477 eV. The structure (SMILES) is C=C[C@](C)(O)[C@@H]1C[C@H]1C. As for the multiplicity: 1.

=====

Entry 7:
This record from OMol25 describes 2 unconnected molecules or ions with the total composition C8H14O. The level of theory is ωB97M-V/def2-TZVPD.

Geometry as XYZ:
```
23
Properties=species:S:1:pos:R:3:mulliken_charge:R:1
H -0.53315 -2.14613 -0.14082 0.38
C -0.89985 0.34819 -1.15261 -1.39
H 0.77939 1.85468 2.18944 0.40
C 0.33346 -1.77539 -0.68107 -1.74
C -2.42588 -0.31534 1.47254 -0.33
H -0.84009 1.42739 -1.28016 0.36
C 0.69427 0.19016 0.84662 0.44
C 1.58334 0.24614 -1.46654 -1.86
C 0.38938 -0.24731 -0.63228 2.17
O 1.45708 -0.48124 1.51545 -0.58
H -1.70659 0.13703 -0.39372 -0.03
H -0.62489 1.87876 1.11306 0.33
H 0.26117 -2.11689 -1.71019 0.45
C 0.45047 1.64906 1.17465 -1.39
C -1.43479 -0.61493 2.10080 -0.52
H -3.38875 -0.00042 1.17420 0.46
H 1.22498 -2.19599 -0.22391 0.36
H 1.64272 1.33323 -1.48633 0.37
H 2.51338 -0.14191 -1.04969 0.41
H -1.19510 -0.11073 -2.09369 0.46
H -0.74569 -1.10495 2.73159 0.48
H 0.98171 2.29011 0.48750 0.33
H 1.48344 -0.10353 -2.49483 0.45
```

Its relative energy (zero: lowest compared OMol25 entry of this formula, charge and spin) is 48.6 kcal per mole. The value obtained for the HOMO-LUMO gap is 0.373 hartree. The calculation puts the LUMO energy at 0.891 eV. The calculation puts the electronic energy at -10567.93834 eV. The structure (SMILES) is CC(=O)C(C)(C)C.C#C. As for the multiplicity: 1.

=====

Entry 8:
This record from OMol25 describes a single C8H14O2 molecule. The level of theory is ωB97M-V/def2-TZVPD.

Geometry as XYZ:
```
24
Properties=species:S:1:pos:R:3:mulliken_charge:R:1
H 0.55683 -1.69947 -1.25066 0.40
C -0.82796 1.40499 -0.75692 0.10
H 1.20978 1.09330 0.99481 0.30
H -0.20423 -1.17951 1.52667 0.36
H 2.58330 -0.73287 -0.76460 0.54
O -1.78830 1.76829 0.16275 -0.41
H 2.06751 1.99545 -0.18300 0.34
H -0.96889 -0.29621 -1.94335 0.45
H 1.78386 0.38719 -1.78560 0.38
H -2.88099 -0.13567 -0.76713 0.37
H 1.52358 -1.36914 1.31971 0.39
C -2.01891 0.58014 0.93967 -0.37
H 2.94918 0.85649 0.79971 0.34
C 2.02045 1.02388 0.28363 -1.18
H -1.13582 0.54390 1.57395 0.21
H 0.44928 -2.58338 0.76202 0.32
C 1.75330 -0.03638 -0.79472 -1.08
O -0.23009 2.21578 -1.33075 -0.51
H -2.21292 -1.46142 0.29207 0.39
C -2.07732 -0.48139 -0.13751 -0.94
C 0.50435 -0.87685 -0.55450 0.44
C -0.79088 -0.12913 -0.88620 0.28
H -2.83074 0.62346 1.65123 0.40
C 0.56565 -1.51144 0.84872 -1.50
```

Its relative energy (zero: lowest compared OMol25 entry of this formula, charge and spin) is 11.0 kcal per mole. The value obtained for the HOMO-LUMO gap is 0.405 hartree. The calculation puts the LUMO energy at 0.883 eV. The calculation puts the electronic energy at -12617.60080 eV. The structure (SMILES) is CC[C@@H](C)[C@H]1CCOC1=O. As for the multiplicity: 1.

=====

Entry 9:
This record from OMol25 describes a single C8H14O2 molecule. The level of theory is ωB97M-V/def2-TZVPD.

Geometry as XYZ:
```
24
Properties=species:S:1:pos:R:3:mulliken_charge:R:1
O 1.43275 0.59332 0.95270 -0.68
C -1.11147 1.33489 0.38420 -0.27
C 1.10593 1.08018 -1.38488 -1.46
H 1.34418 2.13432 -1.23788 0.39
O -1.95175 0.12808 0.61373 -0.44
H -0.28056 -1.31562 1.96438 0.32
H 1.28779 -1.86041 1.38248 0.34
H -1.50770 -0.18547 -1.37519 0.51
C -0.01184 -1.17299 -0.17400 1.18
C 0.51372 -1.93174 -1.37446 -1.62
H -1.78388 2.26307 2.18465 0.34
H -0.15176 -2.87343 1.12721 0.40
H 0.31391 0.99278 -2.12557 0.32
H -0.20853 1.43553 2.32800 0.31
H 2.00289 0.57831 -1.75504 0.36
H 1.60278 -2.00266 -1.32726 0.34
H -0.31612 2.97171 1.47306 0.35
C 0.73123 0.49632 -0.04221 1.00
C 0.22076 -1.84602 1.15796 -1.42
H 0.25148 -1.45669 -2.32114 0.34
H 0.11978 -2.95196 -1.38976 0.42
C -0.84162 2.03682 1.67699 -1.27
C -1.18292 -0.39960 -0.35226 -0.16
H -1.57906 1.95124 -0.38568 0.39
```

Its relative energy (zero: lowest compared OMol25 entry of this formula, charge and spin) is 94.8 kcal per mole. The value obtained for the HOMO-LUMO gap is 0.301 hartree. The calculation puts the LUMO energy at 0.413 eV. The calculation puts the electronic energy at -12613.96892 eV. The structure (SMILES) is CC(=O)C(C)(C)[C@H]1O[C@H]1C. As for the multiplicity: 1.

=====

Looking at strongest force on any atom for the records above, in order, we have 3.9; 2.1; 5.2; 5.7; 3.2; 0.5; 2.6; 3.3; 0.7 eV Å⁻¹.